ORCA calculation (ωB97M-V/def2-TZVPD) on a cluster of 2 separate species, C4H12NO in total.

Atoms and positions in Å:
C -0.4632 0.8820 1.5000
C 0.3985 -0.0877 0.7230
C 1.4604 0.5844 -0.1114
N 0.9003 -1.1616 1.6370
H -0.8067 1.6559 0.8135
H -1.3421 0.3958 1.9234
H 0.0958 1.4286 2.2742
H -0.3243 -0.5550 0.0467
H 1.9831 -0.1389 -0.7403
H 0.9433 1.3338 -0.7061
H 2.2045 1.0751 0.5318
H 1.3735 -1.8576 1.0671
H 0.1003 -1.6448 2.0364
C -1.0271 -0.4296 -2.2976
O -1.3696 0.3892 -1.2789
H -0.4715 0.1141 -3.0996
H -0.3713 -1.3000 -1.9948
H -1.8937 -0.9377 -2.7908

## Properties
Kohn-Sham gap: 0.2435 hartree
Highest occupied orbital energy: -2.25 eV
E_LUMO: 4.38 eV
Net charge: -1
2S+1: 1

=====

ORCA calculation (ωB97M-V/def2-TZVPD) on an isolated molecule of C4H12NO.

Atoms and positions in Å:
C 0.8435 0.6460 -0.5216
O 2.1533 0.6468 0.0625
C 0.0505 -0.5592 0.0020
C -1.4830 -0.5475 -0.2050
C -2.0202 0.6975 -0.8934
N 0.4523 -0.8189 1.4327
H 0.9346 0.5482 -1.5973
H 0.4141 1.5992 -0.2102
H 2.7622 0.1274 -0.4733
H 0.5087 -1.4263 -0.5044
H -1.9158 -0.6888 0.7899
H -1.7225 -1.4544 -0.7698
H -1.3765 0.9862 -1.7170
H -2.1024 1.5273 -0.1904
H -3.0166 0.5210 -1.2947
H -0.2968 -0.5780 2.0969
H 0.6909 -1.8771 1.5467
H 1.3027 -0.2753 1.6347

## Properties
Kohn-Sham gap (spin up / spin down): 0.1566 / 0.4304 hartree
Highest occupied orbital energy (spin up / spin down): -3.38 / -11.10 eV
E_LUMO (spin up / spin down): 0.88 / 0.61 eV
2S+1: 2
⟨S²⟩: 0.75

=====

What energy relative to the best compared isomer or geometry (same formula, charge and spin) values result from the calculations? In sequence: 0.721, 1.831 eV.